Entry 1:
DFT (ωB97M-V/def2-TZVPD) results for a molecular structure, C8H32B2O8SSr in a non-equilibrium geometry.

Results
charge = -2
LUMO level = 4.3947 eV
energy relative to the best compared isomer or geometry (same formula, charge and spin) = 0.0 kcal per mole
gap between HOMO and LUMO = 5.6 eV
multiplicity = 1

Geometry as XYZ:
```
52
C8H32B2O8SSr, DFT ωB97M-V/def2-TZVPD
O 2.041 -1.132 -1.149
H -2.435 1.424 -0.810
H 4.007 -1.099 3.224
C -0.798 -2.948 -2.336
B -1.214 -2.055 1.493
H 3.119 -2.493 2.725
H 0.179 -1.384 -2.965
O 4.203 -1.883 -1.982
H -1.498 4.582 2.170
C 2.982 -1.477 3.140
O -1.857 0.874 -1.346
C -1.910 2.755 -2.896
C -1.953 1.243 -2.699
H -0.351 -1.594 2.171
C -1.135 3.693 1.640
O -1.404 1.263 1.610
C -1.910 2.494 2.145
H 0.102 -3.558 -2.476
H -2.703 -2.647 -3.354
H 1.241 -2.025 4.266
O -0.424 -1.586 -2.242
O 3.875 0.469 -1.470
H -1.348 -2.919 -4.430
H 2.776 -2.257 5.147
H -1.766 3.008 -3.946
H -1.609 0.573 2.251
H -1.289 3.819 0.572
H 2.115 -0.625 4.912
H 1.592 1.373 -1.012
H -2.953 2.595 1.814
H 0.158 2.471 -0.445
H -0.735 -2.571 0.535
H -1.881 -2.849 2.128
O 3.912 -1.162 0.333
H 2.737 -0.860 1.377
H -1.220 -3.255 -1.382
H -2.883 0.865 -3.157
C 2.231 -1.612 4.451
S 3.539 -0.903 -1.103
H -1.134 3.193 -2.266
C -1.773 -3.212 -3.466
H -2.855 3.191 -2.544
H -2.042 -4.271 -3.475
H 1.898 3.299 -0.823
O 2.180 -0.777 2.225
H -0.062 3.611 1.802
H -1.148 0.764 -3.254
Sr 0.176 -0.226 0.013
H 1.709 2.215 0.808
B 1.344 2.325 -0.349
H -1.883 2.442 3.235
H -1.945 -1.159 1.191
```

***

Entry 2:
DFT (ωB97M-V/def2-TZVPD) results for a molecular structure, H20O22Pb2S3Zn2 in a non-equilibrium geometry.

Results
charge = +2
LUMO level = -8.6295 eV
gap between HOMO and LUMO = 4.1 eV
multiplicity = 1

Geometry as XYZ:
```
49
H20O22Pb2S3Zn2, DFT ωB97M-V/def2-TZVPD
H -3.895 -2.046 1.053
O -1.831 -2.617 -2.668
Zn -3.357 0.090 -0.131
H 3.291 -0.939 0.145
H 2.181 1.710 -3.566
Pb 0.524 0.288 3.506
H 4.475 0.017 0.283
O -0.071 -0.487 1.352
H 2.278 0.254 -3.080
S 1.854 -2.847 4.342
H 1.625 -1.395 -2.044
Pb 0.217 -3.051 1.351
S 2.547 2.260 2.433
O 3.650 -0.120 -0.207
H 1.136 3.987 -1.873
O -3.355 -0.308 -2.142
H -3.233 -1.216 -2.504
H -3.515 1.579 1.998
H -2.750 -2.784 0.355
H -3.577 3.052 -0.103
O 2.822 0.953 3.037
H 0.491 3.633 -0.529
H -1.423 1.296 -3.978
O 2.796 -2.220 5.256
H -4.853 2.358 -0.595
H -1.992 -3.496 -2.306
O -3.140 -1.909 0.456
O 1.082 2.419 2.445
O 1.514 -1.923 3.205
O 0.966 0.597 -0.532
H -0.542 0.849 -2.806
O -3.200 0.682 1.814
O -0.115 -1.544 -0.726
O 2.467 1.171 -2.817
O 3.188 3.300 3.200
H 2.884 -2.257 -1.965
O -0.508 1.241 -3.687
H -3.250 0.281 -2.898
O 2.905 2.271 1.007
S -0.150 -0.212 -0.099
H -2.651 0.452 2.574
O 2.314 -1.796 -2.589
O -1.479 0.412 -0.358
O 0.619 -3.162 5.050
O -3.913 2.200 -0.415
Zn 2.529 1.747 -0.740
H -1.227 -2.181 -2.038
O 1.227 3.403 -1.109
O 2.444 -3.992 3.644
```

***

Entry 3:
DFT (ωB97M-V/def2-TZVPD) results for a molecular structure, C20H15Cl2IrN3OS in a non-equilibrium geometry.

Results
charge = +1
LUMO level (spin up / spin down) = -5.2949 / -5.1523 eV
gap between HOMO and LUMO (spin up / spin down) = 6.0 / 6.1 eV
multiplicity = 1

Geometry as XYZ:
```
43
C20H15Cl2IrN3OS, DFT ωB97M-V/def2-TZVPD
H 4.358 0.216 3.772
C 0.238 2.760 -2.447
N 0.039 1.015 0.639
C 3.863 0.985 0.497
C 0.003 -2.649 2.045
C -1.006 2.102 2.577
C -0.596 -3.009 3.239
Ir 1.153 -0.789 -0.244
C -0.398 0.945 1.853
C 4.972 2.054 2.829
H -1.299 0.116 4.293
Cl 4.413 3.191 -0.944
C 5.014 2.782 1.652
C 0.135 4.091 -2.034
H 0.408 -3.405 1.385
C -0.938 -0.685 3.668
C 0.260 5.108 -2.957
H 5.476 3.756 1.622
H -0.041 4.308 -0.993
N -0.015 2.007 -0.195
H -0.965 2.982 1.941
C 0.579 3.495 -4.713
H -0.459 2.305 3.496
O 0.280 0.459 -1.844
H -0.699 -4.047 3.508
H -1.503 -2.239 5.026
H 0.749 3.268 -5.754
H 0.183 6.134 -2.633
C -0.371 -0.392 2.424
H 5.388 2.471 3.734
H -2.045 1.898 2.830
C 0.485 4.814 -4.295
H 0.587 5.618 -5.008
S 3.181 0.362 -0.967
C 0.458 2.471 -3.796
N 0.124 -1.386 1.648
Cl 3.183 -1.323 1.705
C 3.867 0.260 1.699
C -1.054 -1.999 4.076
C 0.170 1.666 -1.481
C 4.393 0.791 2.859
H 0.530 1.439 -4.105
C 4.451 2.265 0.496
```